Record 1
Formula: C17H41AlBrIO11P3S3
Source: the Open Molecules 2025 dataset
Level of theory: ωB97M-V/def2-TZVPD

Results
* charge: -1
* energy above the lowest of the compared OMol25 structures with the same formula, charge and spin: 0.0 kJ/mol
* multiplicity: 1
* LUMO: 1.93 eV
* gap between HOMO and LUMO: 6.72 eV
* HOMO level: -0.1761 hartree

Cartesian coordinates (Å):
C1 2.26494 4.34895 -0.41268
C2 2.39282 3.05672 -0.18236
C3 1.37441 2.25573 0.62486
P1 1.85444 2.32542 2.46956
O1 2.26632 0.79421 2.83492
Br1 3.92901 3.30084 2.52689
O2 0.10452 2.85378 0.47256
Al1 -0.37304 2.43907 -1.20469
C4 -2.33488 2.11722 -1.47730
P2 -3.41963 2.49841 -0.13981
O3 -4.77513 2.94498 -0.49339
O4 -2.69757 3.61798 0.76192
O5 -3.43887 1.13329 0.72916
P3 0.47453 3.76394 -3.05693
O6 1.03771 2.54914 -4.04862
I1 -1.56569 4.61340 -4.21141
O7 0.74485 1.02062 -1.28005
C5 1.36099 0.84817 -0.06295
O8 0.90608 -0.28590 0.66680
C6 -0.48871 -0.55458 0.73238
C7 -1.00752 -0.84885 2.13689
C8 -0.94945 0.38777 3.03691
C9 -0.40693 -2.13516 2.80217
C10 0.36553 -3.02986 1.82801
C11 0.44174 -1.88797 4.05328
H1 1.57780 4.93784 0.18252
H2 2.83415 4.83184 -1.19507
H3 3.26734 2.50539 -0.51594
H4 2.54091 0.25631 2.07959
H5 -2.53805 1.07235 -1.73911
H6 -2.73110 2.72454 -2.29462
H7 -2.18960 3.29109 1.51666
H8 -3.76780 1.27772 1.62727
H9 0.52327 1.73586 -3.96400
H10 2.42029 0.58454 -0.22575
H11 -1.07240 0.24197 0.27887
H12 -0.68663 -1.44746 0.13055
H13 -2.06907 -1.05311 1.97240
H14 -1.24345 1.25539 2.44298
H15 0.04844 0.60175 3.40694
H16 -1.65339 0.31300 3.86969
H17 -1.27045 -2.71519 3.15055
H18 1.31070 -2.55120 1.56550
H19 0.61581 -3.96541 2.33515
H20 -0.20904 -3.26554 0.93534
H21 0.89164 -2.82487 4.38618
H22 -0.18260 -1.51864 4.87096
H23 1.21721 -1.13895 3.88662
C12 7.00887 4.06821 -1.44511
S1 5.99177 4.86892 -0.19509
O9 5.27799 5.97461 -0.88268
C13 7.35515 5.63145 0.69774
H24 6.33361 3.56660 -2.13533
H25 7.59215 4.82118 -1.97553
H26 7.66153 3.33613 -0.96863
H27 7.91542 6.27495 0.01923
H28 7.99705 4.85524 1.11533
H29 6.92232 6.22276 1.50187
C14 -0.33039 -2.62054 -2.72883
S2 -1.72794 -3.49494 -2.01809
O10 -1.16702 -4.57950 -1.16219
C15 -2.28210 -4.26708 -3.54193
H30 0.18019 -2.09728 -1.92130
H31 0.34323 -3.33976 -3.19535
H32 -0.69306 -1.89661 -3.45841
H33 -1.46882 -4.86762 -3.95132
H34 -2.58577 -3.49211 -4.24520
H35 -3.13990 -4.89267 -3.30791
C16 -5.81008 -4.88519 0.51651
S3 -4.68377 -5.03522 -0.87402
O11 -5.41055 -4.53491 -2.07358
C17 -4.72417 -6.82887 -0.96534
H36 -5.95173 -3.82314 0.70494
H37 -6.76271 -5.35045 0.26278
H38 -5.36578 -5.35949 1.39147
H39 -5.75181 -7.15908 -1.11810
H40 -4.31297 -7.24562 -0.04616
H41 -4.10518 -7.12646 -1.80917

Atoms 1-3, force components in eV/Å:
C 0.07 0.22 -0.17
C 0.05 -0.49 0.41
C 0.58 0.39 -0.07


Record 2
Formula: C17H41B3N2O8S5
Source: the Open Molecules 2025 dataset
Level of theory: ωB97M-V/def2-TZVPD

Results
* multiplicity: 1
* LUMO: 0.34 eV
* gap between HOMO and LUMO: 9.05 eV
* HOMO level: -0.3200 hartree

Cartesian coordinates (Å):
C1 -2.03697 2.65869 -0.39581
C2 -2.99905 2.63244 -1.57308
N1 -2.77212 1.48280 -2.49172
B1 -1.55134 1.61660 -3.25981
O1 -1.27479 2.63333 -4.17150
B2 0.05855 2.73483 -4.52009
O2 1.08838 2.35588 -3.67189
B3 0.58956 1.47906 -2.70415
C3 1.12867 1.37339 -1.23326
C4 0.88569 0.22528 -0.52583
C5 1.33453 0.20101 0.77405
C6 1.96788 1.30956 1.24210
N2 2.23819 2.41974 0.56980
C7 1.81384 2.44083 -0.68548
O3 -0.49735 0.69481 -3.08237
H1 -2.52439 3.20535 0.41153
H2 -1.11980 3.21014 -0.60358
H3 -1.80395 1.67713 0.00938
H4 -4.01182 2.55413 -1.18939
H5 -2.86067 3.56699 -2.12831
H6 -3.58736 1.35012 -3.07823
H7 0.36421 3.18769 -5.57611
H8 0.35371 -0.60706 -0.96019
H9 1.16406 -0.65526 1.40908
H10 2.28688 1.28686 2.28123
H11 1.98469 3.33696 -1.26821
C8 -4.83213 3.85216 3.89615
S1 -4.00389 2.25446 3.91416
O4 -3.30890 2.08615 2.61056
C9 -5.49895 1.26496 3.85169
H12 -4.06934 4.62834 3.89304
H13 -5.44767 3.93931 3.00009
H14 -5.44775 3.94953 4.79032
H15 -6.07103 1.52018 2.95861
H16 -6.09092 1.44699 4.74854
H17 -5.20348 0.21774 3.81741
C10 3.46021 -3.89858 2.33219
S2 2.29303 -3.39716 3.60193
O5 1.49776 -2.26672 3.04934
C11 3.51438 -2.69520 4.71687
H18 2.89754 -4.33285 1.50844
H19 4.01501 -3.02905 1.97964
H20 4.14165 -4.64438 2.74136
H21 4.06571 -1.90510 4.20702
H22 4.19406 -3.47991 5.04905
H23 2.98963 -2.28057 5.57523
C12 0.14859 -2.25217 -4.92046
S3 -1.13496 -3.50843 -4.96789
O6 -0.54748 -4.71699 -5.59800
C13 -2.14049 -2.69227 -6.21659
H24 0.91794 -2.57746 -4.22273
H25 0.58526 -2.13180 -5.91254
H26 -0.27773 -1.30916 -4.57663
H27 -1.55270 -2.54350 -7.12267
H28 -2.49244 -1.73550 -5.82977
H29 -2.99288 -3.33246 -6.43427
C14 -2.28259 -3.51880 6.19385
S4 -2.18553 -1.88208 5.45496
O7 -3.57782 -1.36587 5.34435
C15 -1.70099 -2.42540 3.81548
H30 -2.61728 -3.40580 7.22309
H31 -2.99588 -4.13068 5.64120
H32 -1.29499 -3.98037 6.17969
H33 -2.45704 -3.10324 3.41661
H34 -0.73287 -2.92182 3.85985
H35 -1.62352 -1.54923 3.17516
C16 6.88559 1.74804 -2.38764
S5 5.57164 0.52134 -2.43480
O8 6.13104 -0.69657 -3.07426
C17 4.55954 1.36818 -3.64690
H36 7.64964 1.39667 -1.69751
H37 7.31555 1.86510 -3.38277
H38 6.48255 2.69702 -2.03326
H39 5.12565 1.51062 -4.56813
H40 4.22864 2.32716 -3.24841
H41 3.69141 0.74389 -3.84879

Atoms 1-3, force components in eV/Å:
C -0.22 0.35 0.37
C 0.43 -0.23 -0.27
N 0.06 0.13 -0.20


- What is the LUMO in the second record?
  0.34 eV